C20H20N4O6Pt as an isolated structure at a distorted geometry. Source: the OMol25 dataset; level of theory: the ωB97M-V functional and the def2-TZVPD basis.

Geometry (Å):
C 3.662 2.741 -3.825
C 4.184 1.481 -4.521
H 2.984 3.303 -4.477
H 4.484 3.409 -3.545
H 3.113 2.490 -2.911
H 3.388 0.740 -4.650
H 4.585 1.714 -5.514
H 4.986 1.011 -3.942
C -2.896 1.494 -0.692
C -4.256 1.722 -0.514
C -5.144 0.662 -0.690
C -4.641 -0.586 -1.036
H -2.149 2.274 -0.571
H -4.604 2.713 -0.244
H -6.213 0.803 -0.559
H -5.315 -1.423 -1.177
N -2.406 0.289 -1.027
C -3.261 -0.751 -1.200
C -2.635 -2.031 -1.566
N -1.275 -2.021 -1.687
C -0.646 -3.165 -2.020
C -2.709 -4.380 -2.124
C -1.320 -4.357 -2.245
H 0.432 -3.099 -2.102
H -0.759 -5.247 -2.510
C -3.365 -3.204 -1.781
H -4.444 -3.195 -1.680
H -3.270 -5.293 -2.292
Pt -0.347 -0.208 -1.334
C 1.529 -0.931 -1.679
H 1.524 -1.319 -2.706
H 1.684 -1.741 -0.954
H 2.323 -0.191 -1.574
O -1.745 0.326 1.685
C -0.469 0.024 1.705
O 0.180 -0.284 0.605
C 0.393 0.409 2.860
C 1.790 0.232 2.768
C 2.655 0.675 3.781
C 2.105 1.305 4.909
C 0.715 1.493 5.034
C -0.135 1.038 4.000
N 0.181 2.157 6.182
O 0.905 2.561 7.042
O -0.997 2.333 6.286
N 4.072 0.507 3.655
O 4.537 -0.017 2.687
O 4.808 0.910 4.505
H 2.217 -0.233 1.888
H 2.765 1.661 5.691
H -1.203 1.201 4.071

As for the expectation value of S²: 2.0053. As for the HOMO energy (spin up / spin down): -6.8099 / -9.1877 eV. The electronic energy comes out at -1563.632439 Eh. The energy above the lowest of the compared OMol25 structures with the same formula, charge and spin comes out at 0.0 kcal/mol. The HOMO-LUMO gap (spin up / spin down) comes out at 5.81 / 8.08 eV. Its spin multiplicity is 3. As for the charge: 0.

A 2-piece molecular cluster, C4H6N2O2 overall at a distorted geometry. Source: the OMol25 dataset; level of theory: the ωB97M-V functional and the def2-TZVPD basis.

Geometry (Å):
C 1.613 -1.863 2.608
N -1.056 3.025 -2.125
N -0.386 1.856 -2.798
C -1.031 1.762 -1.586
C -0.076 -1.405 0.612
C 0.731 -1.590 1.490
O -1.037 -1.632 -0.254
O -1.573 1.097 -0.768
H -1.470 -0.789 -0.463
H -0.401 3.728 -1.798
H -0.874 1.620 -3.658
H 1.091 -1.777 3.563
H 2.448 -1.162 2.621
H 2.021 -2.872 2.556

As for the HOMO energy: -8.5009 eV. The electronic energy comes out at -415.845580 Eh. The energy above the lowest of the compared OMol25 structures with the same formula, charge and spin comes out at 122.4 kcal/mol. The HOMO-LUMO gap comes out at 9.04 eV. Its spin multiplicity is 1. As for the charge: 0.

C4H8O3 in the gas phase. Source: the OMol25 dataset; level of theory: the ωB97M-V functional and the def2-TZVPD basis.

Geometry (Å):
C -1.276 -0.960 -0.875
C -0.033 -0.090 -0.857
O -0.423 1.256 -1.045
C 0.787 -0.179 0.432
O 1.976 0.542 0.232
C 0.042 0.430 1.606
O 0.561 1.283 2.292
H -1.805 -0.813 -1.821
H -1.011 -2.019 -0.791
H -1.968 -0.705 -0.067
H 0.638 -0.412 -1.668
H 0.391 1.777 -0.981
H 0.990 -1.239 0.675
H 2.100 1.074 1.039
H -0.972 0.055 1.828

As for the HOMO energy: -10.3443 eV. The electronic energy comes out at -382.916857 Eh. The energy above the lowest of the compared OMol25 structures with the same formula, charge and spin comes out at 30.1 kcal/mol. The HOMO-LUMO gap comes out at 11.13 eV. Its spin multiplicity is 1. As for the charge: 0.

C9H13N5 in the gas phase at a distorted geometry. Source: the OMol25 dataset; level of theory: the ωB97M-V functional and the def2-TZVPD basis.

Geometry (Å):
C -1.759 2.731 1.352
C -0.326 1.129 1.150
C -0.335 -3.096 -0.979
C -0.510 -0.892 -1.694
C -1.059 -2.104 -0.722
C 1.276 0.306 -0.383
C -2.257 -1.745 0.053
C 1.895 1.642 -0.742
C 2.417 -0.750 -0.396
N -0.787 2.207 0.471
N -1.830 2.058 2.508
N 0.387 -0.103 -1.474
N -0.970 1.062 2.360
N 0.611 0.214 0.854
H -2.394 3.588 1.313
H 0.663 -3.350 -1.330
H -0.835 -0.971 -2.742
H -3.142 -1.781 -0.583
H -2.125 -0.736 0.409
H -2.365 -2.452 0.819
H 2.327 1.586 -1.787
H 2.646 1.735 0.165
H 1.079 2.393 -0.503
H 2.197 -1.508 0.380
H 3.425 -0.359 -0.301
H 2.500 -1.321 -1.304
H -0.727 0.517 3.105

As for the HOMO energy (spin up / spin down): -7.5330 / -8.7021 eV. The electronic energy comes out at -624.289612 Eh. The energy above the lowest of the compared OMol25 structures with the same formula, charge and spin comes out at 143.9 kcal/mol. The HOMO-LUMO gap (spin up / spin down) comes out at 5.61 / 8.50 eV. Its spin multiplicity is 1. As for the charge: 0.

An isolated ion of composition C5H15N2O and charge +1 at a distorted geometry. Source: the OMol25 dataset; level of theory: the ωB97M-V functional and the def2-TZVPD basis.

Geometry (Å):
C 1.249 -0.306 -0.240
N 0.241 0.102 0.770
C -0.539 -1.113 1.325
C -0.911 -0.655 2.745
O -0.983 -1.830 3.544
C 0.483 -0.420 -1.573
N -0.313 0.877 -1.744
C 0.332 1.870 -2.626
H 2.059 0.425 -0.256
H 1.618 -1.312 -0.054
H 0.780 0.490 1.542
H -1.380 -1.049 0.641
H 0.079 -2.007 1.410
H -0.115 -0.070 3.246
H -1.823 -0.060 2.841
H -1.703 -1.807 4.172
H -0.234 -1.240 -1.687
H 1.139 -0.428 -2.463
H -1.270 0.665 -2.031
H -0.346 1.393 -0.835
H 0.504 1.478 -3.644
H 1.358 2.179 -2.381
H -0.223 2.819 -2.702

As for the HOMO energy: -13.3139 eV. The electronic energy comes out at -383.970817 Eh. The energy above the lowest of the compared OMol25 structures with the same formula, charge and spin comes out at 50.3 kcal/mol. The HOMO-LUMO gap comes out at 10.26 eV. Its spin multiplicity is 1. As for the charge: +1.

An isolated ion of composition C6H9O4P and charge -2 at a distorted geometry. Source: the OMol25 dataset; level of theory: the ωB97M-V functional and the def2-TZVPD basis.

Geometry (Å):
C -0.272 1.254 0.220
C -1.508 1.216 0.762
C -0.492 -1.165 -0.558
C 0.519 0.133 -0.337
C 1.790 -0.258 0.544
C 1.029 0.525 -1.720
O 0.218 -2.060 -1.103
O -0.940 -0.979 2.525
O -2.803 -2.132 1.176
O -2.365 0.266 0.629
P -1.539 -1.251 1.183
H 0.200 2.184 0.344
H -1.832 2.106 1.314
H -1.451 -0.804 -1.102
H 2.335 -1.157 0.386
H 1.283 -0.394 1.444
H 2.319 0.576 0.542
H 1.138 -0.364 -2.351
H 1.981 1.082 -1.719
H 0.392 1.223 -2.180

As for the HOMO energy: 0.8256 eV. The electronic energy comes out at -876.302782 Eh. The energy above the lowest of the compared OMol25 structures with the same formula, charge and spin comes out at 14.1 kcal/mol. The HOMO-LUMO gap comes out at 5.44 eV. Its spin multiplicity is 1. As for the charge: -2.